Record 1
Computed, not measured: a cluster of 2 separate species, C5H13N3O2 in total at a distorted geometry, with ωB97M-V/def2-TZVPD.

XYZ file:
```
23
Properties=species:S:1:pos:R:3:forces:R:3
O 1.8472 -0.9514 0.9257 -0.37 0.02 0.02
O 1.0343 -2.5910 2.1638 -0.41 0.25 0.06
N -0.3139 0.8302 2.0741 0.09 0.43 -0.53
N -1.4432 2.7394 1.1975 0.08 1.21 -1.10
N -0.4090 1.2088 -0.1980 -0.59 0.60 0.32
C -1.1265 1.8444 -1.3371 1.23 -0.86 1.07
C 1.4960 -3.0535 -0.1451 -0.01 -0.74 -1.21
C 1.4301 -2.0743 0.9827 1.23 -0.28 -0.01
C -0.7133 1.7113 1.0834 -0.61 -1.17 0.15
C -0.5830 1.2147 -2.6070 -0.49 0.25 -0.75
H -0.8292 2.8878 -1.2781 -0.39 0.11 -0.18
H -1.4615 3.3783 1.9746 0.13 -0.80 0.64
H -2.1917 1.7293 -1.1454 -0.18 0.26 -0.47
H 1.6853 -2.6091 -1.1179 -0.32 0.65 0.12
H -0.4672 0.2026 -0.2208 0.10 -0.11 -0.05
H 2.3437 -3.7468 -0.0980 -0.11 0.07 0.78
H 0.5947 -3.6615 -0.2437 -0.04 0.01 0.16
H -0.9824 0.2358 -2.9005 -0.04 0.01 0.53
H 0.4074 0.1660 1.8346 0.13 0.15 0.49
H -0.8255 1.8526 -3.4610 0.13 0.06 0.01
H 0.4971 1.1359 -2.5305 0.14 0.03 -0.05
H 0.6178 -3.4479 2.0282 0.04 -0.15 0.05
H -0.6072 0.9985 3.0184 0.26 -0.01 -0.04
```
Forces are in eV/Å.

## Properties
**Energy**: -13961.246 eV
**Max |F|**: 1.8 eV Å⁻¹
**Energy above the lowest of the compared OMol25 structures with the same formula, charge and spin**: 0.788 eV
**HOMO**: -8.50 eV
**Kohn-Sham gap**: 8.80 eV
**Molar mass**: 147.18 g mol⁻¹
**Structure (SMILES)**: [H]/N=C(\N)NCC.CC(=O)O

These are the Mulliken partial charges, in e, on atoms 1 to 8: -0.57, -0.44, -0.32, -0.69, -0.20, -0.36, -1.23, 0.87

Record 2
Computed, not measured: a cluster of 2 separate species, C5H13N3O2 in total at a distorted geometry, with ωB97M-V/def2-TZVPD.

XYZ file:
```
23
Properties=species:S:1:pos:R:3:forces:R:3
O 0.4289 -2.0576 1.2751 -0.59 0.39 0.32
O 0.7154 -4.0660 0.3157 -0.13 0.04 0.05
N 1.6495 2.3920 -0.3321 0.33 0.71 -0.52
N -0.6643 2.2636 -0.0721 0.12 -0.15 -0.46
N 0.6645 1.3673 1.6008 0.32 1.28 -0.57
C 0.6426 2.1045 0.3685 -0.43 -1.67 0.39
C -0.8750 2.6653 -1.4753 0.34 0.49 0.50
C -0.5364 1.5656 -2.4724 -0.06 -0.73 1.20
C -1.4993 -3.1172 0.4353 0.03 -0.48 0.26
C -0.0122 -3.1704 0.6514 0.48 -0.11 0.38
H -1.2809 0.7751 -2.3790 -0.44 0.08 -0.63
H -0.0122 1.7945 2.2255 0.03 -0.23 0.18
H -1.9029 -4.1318 0.4862 0.19 0.11 -0.24
H 1.5956 1.5081 1.9759 -0.11 -0.28 0.36
H 1.3337 -2.1183 1.6046 0.15 -0.37 -0.44
H -1.1705 1.4095 0.1302 -0.18 0.15 0.24
H -1.6414 -2.7218 -0.5645 -0.34 0.15 -0.10
H -1.9109 3.0073 -1.4883 0.03 -0.03 -0.48
H 0.3407 1.0492 -2.0806 0.43 0.34 -0.36
H -2.0123 -2.5299 1.1965 0.18 0.24 -0.25
H 2.5393 2.2229 0.1197 -0.04 0.00 0.21
H -0.3578 1.8981 -3.4898 -0.21 -0.03 -0.03
H -0.2219 3.5192 -1.6452 -0.10 0.10 0.00
```
Forces are in eV/Å.

## Properties
**Energy**: -13961.559 eV
**Max |F|**: 1.8 eV Å⁻¹
**Energy above the lowest of the compared OMol25 structures with the same formula, charge and spin**: 0.476 eV
**HOMO**: -9.27 eV
**Kohn-Sham gap**: 9.83 eV
**Molar mass**: 147.18 g mol⁻¹
**Structure (SMILES)**: [H]/N=C(\N)NCC.CC(=O)O

These are the Mulliken partial charges, in e, on atoms 1 to 8: -0.41, -0.55, -0.69, -0.42, -0.45, 0.52, -0.48, -1.01

Record 3
Computed, not measured: a cluster of 2 separate species, C5H13NO in total at a distorted geometry, with ωB97M-V/def2-TZVPD.

XYZ file:
```
20
Properties=species:S:1:pos:R:3:forces:R:3
O 2.2120 0.6575 -1.1078 0.31 0.07 -0.05
N 1.9043 -1.2966 0.1467 0.15 -0.05 -0.06
C 1.3046 0.8306 1.1551 -0.62 0.44 -0.41
C -1.9771 -1.2993 -0.5047 0.38 0.06 0.06
C -1.8455 0.1799 -0.6863 -1.20 0.15 0.21
C 1.4070 0.0178 -0.1192 -1.41 -0.28 -0.25
C -1.9010 1.0636 0.3043 -0.36 -0.18 -0.30
H 2.2909 1.0943 1.5245 0.11 0.24 0.03
H -1.9688 0.7439 1.3332 0.15 -0.08 0.17
H 2.8388 -1.2380 0.5375 0.02 -0.04 -0.01
H -1.8713 -1.5737 0.5431 0.00 -0.07 0.04
H -2.9477 -1.6442 -0.8656 -0.01 0.04 -0.01
H -1.2147 -1.8212 -1.0798 0.07 -0.18 -0.02
H 1.9679 -1.8264 -0.7149 0.02 0.01 0.03
H 0.3594 -0.0856 -0.5311 1.26 -0.03 0.37
H -1.9329 0.5215 -1.7118 0.32 0.16 -0.08
H 1.9287 1.5712 -1.2070 -0.06 0.04 0.01
H 0.7820 0.2626 1.9172 -0.04 -0.16 0.09
H -2.0050 2.1211 0.1215 0.22 0.17 -0.08
H 0.6686 1.7210 0.9451 0.71 -0.32 0.26
```
Forces are in eV/Å.

## Properties
**Energy**: -8932.555 eV
**Max |F|**: 1.5 eV Å⁻¹
**Energy above the lowest of the compared OMol25 structures with the same formula, charge and spin**: 1.456 eV
**HOMO**: -9.48 eV
**Kohn-Sham gap**: 10.45 eV
**Molar mass**: 103.16 g mol⁻¹
**Structure (SMILES)**: C[C@H](N)O.C=CC

These are the Mulliken partial charges, in e, on atoms 1 to 8: -0.59, -0.64, -1.32, -1.03, 0.01, 1.16, -0.81, 0.38

Record 4
Computed, not measured: the molecule C5H13NO at a distorted geometry, with ωB97M-V/def2-TZVPD.

XYZ file:
```
20
Properties=species:S:1:pos:R:3:forces:R:3
O 0.9428 -1.6401 0.3523 0.99 -0.33 0.05
N -1.3784 0.4927 0.8613 1.75 0.22 3.34
C -0.8235 0.5249 2.2674 -1.46 0.69 -0.04
C 0.5027 1.0416 -0.9967 0.14 -1.36 1.33
C -0.6288 1.4193 0.0358 -1.39 -0.27 -2.49
C 0.3890 -0.3254 -1.7400 -0.26 0.40 0.86
C 1.0996 -1.5176 -1.0351 -0.83 0.67 -1.06
H -0.6632 -0.5176 -1.9589 -0.04 -0.23 -0.06
H 2.1374 -1.3457 -1.3066 0.39 -0.52 0.43
H 0.2305 0.7813 2.3743 0.18 -0.47 -0.34
H -1.3640 1.3250 2.7817 0.10 0.06 0.23
H -1.0871 -0.3898 2.8104 0.34 0.04 -0.20
H 0.1967 -1.1210 0.5927 -0.99 0.73 0.51
H -1.3581 1.8921 -0.6554 0.01 -0.06 0.49
H -0.3387 2.2176 0.7175 0.35 -0.05 -0.17
H 0.9343 -0.2537 -2.6806 -0.27 0.16 -0.22
H -1.6845 -0.4550 0.8102 -0.01 -0.33 -1.97
H 1.4690 0.9787 -0.4796 0.04 0.58 -0.24
H 0.7106 -2.4287 -1.4962 0.38 -0.11 -0.24
H 0.4305 1.8520 -1.7084 0.58 0.18 -0.19
```
Forces are in eV/Å.

## Properties
**Energy**: -8931.732 eV
**Max |F|**: 3.8 eV Å⁻¹
**Energy above the lowest of the compared OMol25 structures with the same formula, charge and spin**: 2.279 eV
**HOMO**: -8.71 eV
**Kohn-Sham gap**: 9.75 eV
**Molar mass**: 103.16 g mol⁻¹
**Structure (SMILES)**: CNCCCCO

These are the Mulliken partial charges, in e, on atoms 1 to 8: -0.54, -0.41, -0.99, -0.53, -0.60, -0.82, -0.50, 0.37

Record 5
Computed, not measured: a cluster of 2 separate species, C5H13NO in total at a distorted geometry, with ωB97M-V/def2-TZVPD.

XYZ file:
```
20
Properties=species:S:1:pos:R:3:forces:R:3
O 4.7541 0.2454 -1.3128 0.08 0.43 0.11
N -0.5195 -0.2069 -1.9487 0.96 -0.13 -0.57
C -1.4786 0.1886 0.2853 -0.83 -1.26 0.40
C 0.0076 -1.8832 -0.0780 -0.57 1.45 -1.68
C -1.0278 0.9000 1.5259 0.92 1.08 0.98
C -0.2920 -0.4082 -0.5242 -0.80 0.75 0.71
C -1.7028 1.7525 2.3257 -0.03 -1.01 -1.53
H -1.1955 2.6738 2.5910 -0.05 -0.51 1.39
H -1.4235 -0.3878 -2.3596 -0.37 -0.16 0.67
H 5.1888 1.1019 -1.2740 0.56 -0.02 -0.31
H 0.1260 -0.8053 -2.4522 0.04 0.22 -0.18
H -2.1681 -0.6150 0.5989 0.01 0.00 -0.34
H -0.7770 -2.0562 0.6517 0.90 -0.86 0.70
H -2.0922 0.8569 -0.3390 0.46 -0.01 0.24
H 0.0294 0.8197 1.8280 0.03 0.42 -1.09
H 1.0747 -2.0336 0.0736 -0.24 -0.16 0.99
H -0.2115 -2.4929 -0.9542 -0.23 -0.23 0.04
H 0.5077 0.2890 -0.2246 0.29 -0.57 -0.41
H 3.9647 0.4793 -0.8279 -0.66 -0.42 0.20
H -2.7645 1.5819 2.4153 -0.46 0.99 -0.34
```
Forces are in eV/Å.

## Properties
**Energy**: -8931.131 eV
**Max |F|**: 2.3 eV Å⁻¹
**Energy above the lowest of the compared OMol25 structures with the same formula, charge and spin**: 2.880 eV
**HOMO**: -8.87 eV
**Kohn-Sham gap**: 9.59 eV
**Molar mass**: 103.16 g mol⁻¹
**Structure (SMILES)**: C=CC[C@@H](C)N.O

These are the Mulliken partial charges, in e, on atoms 1 to 8: -0.62, -0.72, -0.86, -1.21, -0.24, 0.67, -0.75, 0.26

Record 6
Computed, not measured: a cluster of 2 separate species, C5H13NO in total at a distorted geometry, with ωB97M-V/def2-TZVPD.

XYZ file:
```
20
Properties=species:S:1:pos:R:3:forces:R:3
O 2.2659 2.7703 1.9297 1.65 -4.02 0.29
N 2.1924 0.4644 0.6767 -1.85 -1.74 -1.87
C -1.0773 -1.0341 -1.5784 -0.91 2.16 1.96
C -0.7125 1.1018 0.6876 -2.23 -1.96 -3.11
C -0.2132 0.2253 -0.4716 -0.14 -1.04 -1.45
C 1.2262 0.0145 -0.4531 1.99 3.41 1.92
C -1.8152 -2.0655 -0.5916 -0.60 0.19 0.31
H 1.7866 0.1029 -1.3943 -0.66 -1.13 -0.12
H 2.1689 -0.2526 1.4039 -0.13 0.20 -0.17
H -1.8234 -0.4107 -2.1750 1.00 -0.96 0.85
H -0.3569 -1.5280 -2.2749 -0.27 0.65 0.92
H -2.7070 -1.6490 0.0232 1.66 -0.25 -1.21
H -0.1620 2.0205 0.4404 -0.15 0.00 0.96
H -0.2553 0.4813 1.4601 -0.30 0.92 1.02
H -1.8839 1.1710 0.6149 2.41 -0.04 0.74
H 2.2422 1.4801 1.1802 -0.84 0.95 -0.33
H 1.8413 3.5571 1.7990 -1.70 3.04 -0.70
H 0.6682 -0.9398 -0.2783 0.89 -1.93 0.60
H -1.1456 -2.5721 0.1433 -0.11 0.73 -0.52
H -2.2392 -2.9374 -1.1417 0.28 0.83 -0.10
```
Forces are in eV/Å.

## Properties
**Energy**: -8925.382 eV
**Max |F|**: 4.4 eV Å⁻¹
**Energy above the lowest of the compared OMol25 structures with the same formula, charge and spin**: 8.629 eV
**HOMO**: -6.73 eV
**Kohn-Sham gap**: 5.12 eV
**Molar mass**: 103.16 g mol⁻¹

These are the Mulliken partial charges, in e, on atoms 1 to 8: -1.00, -0.53, -0.42, -0.75, 0.21, -0.40, -0.89, 0.27

Q: Which formula does entry 3 have?
A: C5H13NO

Q: What is the formula in the first record?
A: C5H13N3O2